{
  "formula": "C3H8OS",
  "method": "wB97M-V/def2-TZVPD",
  "smiles": "C[C@H](O)CS",
  "largest_force_ev_per_a": 6.14,
  "de_lowest_kj_mol": 323.96,
  "charge": 0,
  "homo_lumo_gap_ev": 9.865,
  "species": ["C", "C", "C", "H", "H", "H", "H", "H", "H", "H", "H", "O", "S"],
  "xyz": [[1.82757, 0.45561, -0.36694], [0.84626, -0.72366, -0.40419], [0.02481, -0.66441, 0.94229], [1.95805, 0.71930, 0.89459], [1.01677, 1.15165, -0.85133], [2.90406, 0.70241, -0.84098], [1.25978, -1.85369, -0.53031], [0.06411, 0.19399, -1.71178], [-0.35447, -1.64064, 1.36851], [0.34048, -0.24210, 1.84344], [-1.72969, 0.21489, -0.65174], [-0.03298, -0.81221, -1.47633], [-1.33669, 0.80291, 0.70395]],
  "forces_ev_per_angstrom": [[0.055, 2.536, 1.852], [1.877, -5.328, 2.409], [-2.628, 0.146, -0.890], [-0.318, -0.355, -4.075], [2.122, 0.347, 1.261], [-2.722, -1.532, 0.598], [0.020, 2.551, 1.184], [-1.352, -2.577, -0.626], [-0.367, 0.867, -1.443], [2.023, 0.832, 0.975], [0.488, 1.319, 2.877], [0.628, 4.432, -1.471], [0.174, -3.238, -2.650]]
}

{
  "formula": "C5H39NO13",
  "method": "wB97M-V/def2-TZVPD",
  "largest_force_ev_per_a": 3.65,
  "de_lowest_kj_mol": 227.17,
  "charge": 0,
  "homo_lumo_gap_ev": 9.187,
  "species": ["C", "C", "C", "C", "N", "C", "H", "H", "H", "H", "H", "H", "H", "H", "H", "H", "H", "H", "H", "H", "H", "O", "H", "H", "O", "H", "H", "O", "H", "H", "O", "H", "H", "O", "H", "H", "O", "H", "H", "O", "H", "H", "O", "H", "H", "O", "H", "H", "O", "H", "H", "O", "H", "H", "O", "H", "H", "O"],
  "xyz": [[-1.50928, 0.70865, -2.57741], [-0.14581, 0.20554, -1.99505], [-0.42379, -0.99597, -1.08724], [-0.76208, -0.56096, 0.33564], [-0.65303, -1.80070, 1.23609], [-1.08130, -1.39432, 2.61302], [-1.83015, 0.22763, -3.52383], [-1.47219, 1.80538, -2.82529], [-2.23082, 0.64406, -1.78552], [0.43414, -0.10165, -2.87900], [0.37313, 1.02326, -1.53178], [-1.28944, -1.56441, -1.58054], [0.47993, -1.67402, -1.09896], [-0.06232, 0.19904, 0.64072], [-1.82701, -0.39828, 0.42731], [0.24587, -2.16716, 1.47634], [-1.50119, -2.26692, 3.09884], [-0.23574, -1.12209, 3.25826], [-1.70531, -0.44882, 2.58519], [0.46612, 2.52964, -4.34436], [1.78888, 2.17422, -4.70722], [1.28684, 2.32979, -3.89375], [1.25440, -4.15164, -0.26856], [2.39398, -3.76009, -1.23540], [2.16957, -3.89942, -0.31563], [2.44058, 2.91804, -0.60527], [2.88333, 1.71785, -1.40310], [2.73783, 2.01692, -0.47808], [3.42300, -1.12058, 0.94739], [2.73585, -2.51831, 0.70004], [3.29793, -1.99287, 1.29768], [3.68911, 0.42382, 1.97901], [3.81504, 0.93335, 0.46128], [4.28426, 0.59229, 1.21809], [-3.43670, -1.71968, -0.77583], [-2.60565, -2.45102, 0.26577], [-3.19012, -2.58413, -0.42402], [1.10692, 2.27919, 1.76874], [1.23579, 1.04679, 2.62568], [0.58130, 1.70488, 2.37150], [1.92102, -1.26750, 4.00143], [2.80374, -1.64504, 2.95062], [2.14157, -0.91362, 3.12614], [-2.56714, 2.70147, -1.28599], [-1.66557, 2.73730, -0.07616], [-1.99138, 3.25413, -0.78832], [-1.04354, -3.85447, 0.11154], [-1.69735, -3.99122, -1.25115], [-0.88589, -4.18677, -0.76255], [-1.21001, 1.69340, 2.51817], [-2.68597, 2.23798, 2.88172], [-2.10094, 1.88809, 2.21630], [-4.52197, 1.16392, 0.59288], [-3.12231, 1.31150, 0.97910], [-3.64650, 0.86555, 0.29591], [0.42182, 3.45298, -1.39701], [1.46691, 3.82939, -2.49983], [1.22160, 3.93558, -1.58354]],
  "forces_ev_per_angstrom": [[0.954, 1.507, -0.547], [-1.370, -0.594, -1.795], [0.263, -0.584, -1.136], [0.845, -3.555, -0.073], [-1.532, 1.460, 1.124], [-0.019, 0.862, -0.101], [0.136, -0.206, 0.832], [0.168, -0.879, 0.101], [-0.807, -0.309, 0.101], [0.182, 0.055, 0.475], [0.344, 0.258, 0.482], [1.377, 0.529, 0.924], [-0.974, 0.577, 0.249], [-0.238, 0.618, 0.317], [0.110, 1.072, -0.010], [1.191, 0.177, -1.115], [-0.793, 0.159, 0.173], [0.106, 0.079, -0.346], [0.127, -1.630, 0.076], [-0.956, 0.186, 0.491], [0.707, -0.162, 0.435], [0.327, 0.002, -1.124], [-0.910, -0.217, -0.454], [-0.197, -0.086, -0.242], [0.819, 0.219, 0.463], [-0.370, 0.734, -0.187], [-0.289, 0.215, 0.860], [0.510, -1.143, -0.950], [0.353, 0.698, -0.463], [0.296, 0.000, 0.002], [0.186, -1.611, -0.186], [0.273, 0.469, -0.851], [-0.775, 0.745, 0.024], [0.576, -0.901, 1.308], [0.071, -0.070, 0.315], [2.115, 0.750, 2.399], [-2.447, -0.595, -2.618], [-0.714, -0.398, 0.498], [0.010, -0.563, 0.269], [0.916, 0.788, -0.617], [-0.645, 0.930, 0.296], [-0.586, 1.242, -1.355], [0.710, -1.401, 1.681], [-0.721, -0.824, -0.371], [0.182, -0.846, 1.158], [0.647, 1.833, -0.515], [-0.224, 0.583, 0.740], [0.120, 0.092, 0.244], [0.411, -0.800, -0.881], [0.558, 0.205, 0.429], [0.299, 0.165, 0.616], [-0.726, 0.082, -0.888], [-0.023, -0.408, -0.587], [0.807, -0.215, 0.069], [-1.087, 0.357, 0.171], [-0.699, -0.231, -0.343], [-0.284, -0.414, -0.455], [0.690, 0.992, 0.886]]
}

{
  "formula": "C24H43O18S2",
  "method": "wB97M-V/def2-TZVPD",
  "largest_force_ev_per_a": 1.43,
  "de_lowest_kj_mol": 0.00,
  "charge": -1,
  "homo_lumo_gap_ev": 8.233,
  "species": ["O", "H", "C", "C", "C", "O", "C", "O", "O", "H", "H", "H", "H", "H", "H", "C", "C", "C", "O", "C", "O", "O", "H", "H", "H", "H", "H", "H", "C", "C", "C", "O", "C", "O", "O", "H", "H", "H", "H", "H", "H", "C", "C", "C", "O", "C", "O", "O", "H", "H", "H", "H", "H", "H", "C", "C", "C", "O", "C", "O", "O", "H", "H", "H", "H", "H", "H", "C", "S", "O", "C", "H", "H", "H", "H", "H", "H", "C", "S", "O", "C", "H", "H", "H", "H", "H", "H"],
  "xyz": [[-0.87795, -0.51713, -0.24917], [-0.25816, -0.15927, 0.39778], [1.08699, 2.22721, 1.48821], [2.50936, 2.63318, 1.21425], [2.98139, 3.81802, 2.09180], [3.98361, 3.27286, 2.94104], [4.26953, 2.00417, 2.56614], [5.16678, 1.34965, 2.97791], [3.36306, 1.56717, 1.66261], [0.37271, 2.99716, 1.18175], [0.93227, 1.98496, 2.53933], [0.80212, 1.38137, 0.85662], [2.70723, 2.81939, 0.16134], [2.17358, 4.20354, 2.71275], [3.37244, 4.62754, 1.47700], [2.53403, -1.49849, 1.64103], [1.86715, -2.75492, 1.13805], [1.23930, -2.78589, -0.28368], [1.96301, -3.85295, -0.91624], [2.94307, -4.33494, -0.13508], [3.71013, -5.18043, -0.47328], [2.93976, -3.73245, 1.06350], [1.90143, -0.61730, 1.71523], [3.44165, -1.28293, 1.08258], [2.83382, -1.71302, 2.67123], [1.11961, -3.17456, 1.81051], [1.34187, -1.81954, -0.77266], [0.18334, -3.03270, -0.27476], [-3.73727, -2.01302, -0.21691], [-3.45324, -1.13793, -1.39355], [-2.57799, -1.78610, -2.46123], [-3.21709, -1.44812, -3.70378], [-4.42806, -0.90967, -3.45229], [-5.17857, -0.50526, -4.28132], [-4.68725, -0.92613, -2.12835], [-2.80556, -2.18714, 0.32747], [-4.11513, -2.99053, -0.52450], [-4.44914, -1.55403, 0.47001], [-3.00421, -0.18511, -1.11740], [-2.57387, -2.88054, -2.38583], [-1.53679, -1.48296, -2.48105], [-3.11543, 1.09831, 3.40523], [-2.25952, 1.77983, 2.38588], [-2.84826, 1.97419, 1.00106], [-2.50105, 3.33445, 0.67372], [-2.12064, 3.98043, 1.79390], [-1.86117, 5.14111, 1.84459], [-2.07966, 3.13745, 2.84314], [-2.59870, 1.04141, 4.36764], [-3.34049, 0.05845, 3.17534], [-4.03109, 1.65733, 3.59715], [-1.29654, 1.27205, 2.29700], [-3.91687, 1.74838, 0.92594], [-2.38737, 1.33695, 0.24039], [3.37918, -1.33280, -3.52066], [2.30528, -0.33318, -3.12383], [2.54453, 0.26479, -1.72378], [2.92512, 1.62730, -2.00273], [2.72197, 1.91126, -3.30401], [2.84695, 2.98590, -3.79120], [2.40558, 0.79079, -4.00101], [4.32863, -0.84807, -3.74306], [3.07709, -1.90001, -4.40680], [3.52890, -2.11870, -2.77453], [1.34493, -0.84933, -3.13817], [3.36595, -0.24219, -1.22342], [1.63750, 0.28829, -1.11652], [-0.23763, 3.06184, -1.73636], [-1.45005, 2.77478, -3.00980], [-1.10868, 3.60452, -4.19681], [-0.93675, 1.10471, -3.42027], [-0.61807, 3.91851, -1.17357], [0.75325, 3.33349, -2.10357], [-0.23641, 2.20959, -1.05422], [-0.82124, 0.50760, -2.50727], [0.05994, 1.22648, -3.86073], [-1.59819, 0.65303, -4.15322], [-1.46314, -4.11487, 2.40423], [-1.08595, -3.01383, 3.78585], [0.27019, -3.34227, 4.29534], [-0.95460, -1.51389, 2.80637], [-2.54547, -4.12137, 2.27360], [-1.14342, -5.12531, 2.65482], [-0.95430, -3.80340, 1.49485], [-0.23905, -1.61363, 1.99946], [-0.66493, -0.72551, 3.50265], [-1.91927, -1.24800, 2.38032]],
  "forces_ev_per_angstrom": [[0.196, 0.230, -0.023], [-0.081, -0.065, -0.058], [-0.559, -0.050, -0.711], [0.024, 0.263, 0.857], [-0.547, -0.046, -0.275], [0.362, -0.014, -0.175], [-0.489, 0.087, -0.269], [0.185, -0.072, 0.264], [0.410, 0.008, -0.282], [0.237, 0.255, 0.208], [0.077, 0.019, 0.036], [0.176, -0.166, 0.217], [-0.065, -0.123, -0.057], [0.010, 0.011, 0.015], [0.246, 0.004, 0.163], [-0.235, -0.180, 0.798], [-0.129, -0.450, -0.416], [0.681, -0.003, 0.802], [-0.230, 0.318, -0.671], [-0.007, 0.164, 0.228], [0.090, -0.133, -0.037], [-0.311, -0.122, -0.208], [-0.159, -0.040, -0.372], [-0.100, 0.116, -0.193], [0.147, 0.077, -0.070], [0.368, 0.239, 0.436], [0.108, -0.263, -0.380], [-0.057, 0.055, -0.023], [0.299, -0.323, 0.584], [0.161, -0.154, -0.628], [0.119, -0.893, -0.186], [0.090, 0.353, 0.052], [-0.027, -0.197, 0.268], [-0.080, -0.043, -0.189], [0.149, 0.379, 0.013], [0.040, 0.198, -0.091], [-0.164, 0.102, -0.118], [-0.062, 0.038, -0.060], [-0.216, 0.011, 0.125], [-0.186, 0.047, 0.080], [-0.130, 0.393, 0.190], [-0.186, -0.385, 0.856], [-0.170, -0.024, 0.023], [0.210, -0.549, -0.931], [-0.414, -0.147, 0.290], [-0.186, 0.012, -0.195], [0.100, 0.063, 0.049], [0.420, -0.080, -0.064], [0.148, 0.175, -0.080], [-0.189, 0.111, -0.373], [-0.105, -0.058, -0.254], [0.098, 0.249, 0.085], [-0.132, 0.719, 0.276], [0.339, -0.086, 0.310], [-0.128, -0.719, -0.377], [1.037, -0.763, 0.622], [-0.064, 0.407, -0.475], [-0.088, -0.160, 0.171], [0.231, -0.311, -0.300], [0.018, 0.116, 0.061], [-0.646, 0.147, 0.252], [0.021, 0.096, 0.163], [0.005, 0.320, -0.111], [-0.042, 0.284, 0.251], [-0.287, 0.541, -0.406], [-0.016, 0.134, 0.200], [0.019, -0.119, 0.031], [-0.011, 0.582, 0.723], [-0.425, -0.341, -0.408], [-0.007, 0.148, 0.102], [0.956, 0.032, 0.139], [0.053, -0.002, -0.028], [-0.069, -0.311, -0.310], [0.080, -0.133, -0.128], [-0.352, 0.034, 0.033], [-0.199, -0.041, -0.154], [-0.195, 0.075, 0.071], [-0.032, -0.172, -0.065], [-0.254, -0.025, 0.071], [0.184, -0.001, -0.162], [-0.127, 0.173, 0.326], [0.015, 0.107, -0.151], [0.039, 0.075, 0.234], [-0.078, 0.065, -0.062], [-0.003, -0.017, -0.024], [0.120, -0.047, -0.011], [-0.028, -0.205, -0.114]]
}